Entry one
Entry from OMol25: a cluster of 12 separate species, C36H72O12 in total (the ωB97M-V functional and the def2-TZVPD basis).

Atoms and positions in Å:
C 0.10 -4.61 -10.38
C 1.24 -4.06 -9.53
C 0.86 -3.50 -8.18
O 2.40 -4.12 -9.86
H -0.15 -5.65 -10.14
H 0.36 -4.60 -11.44
H -0.78 -4.01 -10.14
H 1.69 -2.98 -7.71
H 0.66 -4.33 -7.50
H -0.03 -2.88 -8.28
C -8.60 -6.46 -12.20
C -7.26 -6.13 -11.59
C -7.10 -6.02 -10.12
O -6.31 -5.97 -12.33
H -9.30 -5.62 -12.10
H -9.13 -7.25 -11.66
H -8.54 -6.62 -13.28
H -6.18 -5.49 -9.86
H -6.92 -6.97 -9.60
H -8.00 -5.63 -9.63
C 0.53 -11.21 -11.14
C -0.51 -11.76 -10.23
C -1.97 -11.58 -10.68
O -0.30 -12.33 -9.18
H 0.20 -11.21 -12.17
H 1.51 -11.65 -10.94
H 0.67 -10.16 -10.86
H -2.01 -10.92 -11.55
H -2.39 -11.03 -9.84
H -2.44 -12.55 -10.82
C -4.61 -9.97 -8.29
C -5.26 -11.23 -7.73
C -4.35 -12.47 -7.53
O -6.45 -11.32 -7.57
H -3.56 -10.04 -8.03
H -5.07 -9.07 -7.90
H -4.77 -10.04 -9.37
H -3.47 -12.30 -8.15
H -4.94 -13.31 -7.88
H -4.14 -12.53 -6.47
C 0.02 -8.83 -13.44
C -0.27 -7.81 -14.50
C 0.10 -8.15 -15.93
O -0.75 -6.74 -14.21
H -0.77 -8.98 -12.69
H 0.94 -8.60 -12.89
H 0.24 -9.81 -13.86
H -0.48 -9.01 -16.25
H 1.17 -8.36 -15.99
H -0.03 -7.27 -16.57
C -4.60 -0.38 -11.32
C -4.64 -1.77 -10.73
C -3.98 -2.93 -11.45
O -5.33 -1.99 -9.75
H -3.62 -0.08 -11.67
H -5.16 0.28 -10.66
H -5.23 -0.32 -12.22
H -4.30 -3.91 -11.10
H -2.90 -2.80 -11.38
H -4.21 -2.83 -12.51
C -1.56 -3.41 -14.31
C -1.72 -1.91 -14.27
C -0.97 -1.12 -15.33
O -2.32 -1.37 -13.37
H -0.51 -3.67 -14.41
H -2.12 -3.88 -15.12
H -1.99 -3.86 -13.42
H -0.05 -1.57 -15.68
H -0.72 -0.13 -14.95
H -1.65 -1.11 -16.19
C -4.15 -5.56 -4.14
C -3.41 -6.29 -5.22
C -3.78 -7.73 -5.49
O -2.57 -5.77 -5.91
H -4.09 -6.10 -3.19
H -5.21 -5.54 -4.43
H -3.81 -4.53 -4.07
H -3.18 -8.07 -6.33
H -4.77 -7.84 -5.93
H -3.64 -8.36 -4.61
C -2.95 -6.47 -11.55
C -2.75 -7.29 -10.30
C -2.77 -6.56 -8.96
O -2.42 -8.45 -10.38
H -4.00 -6.23 -11.76
H -2.51 -6.92 -12.44
H -2.48 -5.49 -11.45
H -3.73 -6.81 -8.50
H -2.68 -5.49 -9.08
H -1.97 -7.01 -8.38
C -3.82 -0.31 -6.96
C -3.76 -1.78 -6.65
C -2.37 -2.42 -6.66
O -4.75 -2.45 -6.47
H -4.70 0.04 -7.50
H -2.89 0.02 -7.44
H -3.92 0.21 -6.00
H -1.82 -1.97 -7.49
H -2.41 -3.49 -6.88
H -1.91 -2.21 -5.70
C 3.89 -8.57 -7.46
C 2.47 -8.36 -7.01
C 1.49 -7.80 -8.06
O 2.12 -8.58 -5.88
H 4.38 -7.65 -7.75
H 3.89 -9.29 -8.29
H 4.46 -9.07 -6.67
H 1.40 -8.53 -8.86
H 1.90 -6.84 -8.38
H 0.52 -7.65 -7.60
C -3.98 -9.07 -13.58
C -5.03 -10.15 -13.78
C -5.93 -10.45 -12.57
O -5.11 -10.76 -14.81
H -3.24 -9.60 -12.97
H -4.37 -8.12 -13.23
H -3.47 -8.93 -14.54
H -5.29 -10.47 -11.69
H -6.45 -11.40 -12.72
H -6.70 -9.69 -12.47

As for the spin multiplicity: 1. The LUMO energy comes out at 0.0124 Ha. The calculation puts the HOMO-LUMO gap at 9.6 eV.

Entry two
Entry from OMol25: a cluster of 12 separate species, C36H72O12 in total (the ωB97M-V functional and the def2-TZVPD basis).

Atoms and positions in Å:
C 1.96 -4.91 2.68
C 2.40 -4.60 1.26
C 3.18 -5.63 0.58
O 2.17 -3.57 0.62
H 1.30 -4.11 3.04
H 2.88 -5.00 3.26
H 1.48 -5.91 2.63
H 3.72 -6.27 1.27
H 3.80 -5.27 -0.25
H 2.42 -6.27 0.10
C 4.32 -1.22 -0.64
C 3.86 -1.85 -1.92
C 4.58 -3.14 -2.23
O 2.91 -1.45 -2.53
H 4.29 -1.99 0.17
H 3.67 -0.38 -0.34
H 5.34 -0.84 -0.61
H 4.83 -3.14 -3.29
H 3.85 -3.96 -2.02
H 5.49 -3.26 -1.60
C 4.37 1.88 1.57
C 4.06 2.27 3.01
C 5.03 1.93 4.09
O 3.05 2.91 3.19
H 3.61 2.36 0.91
H 4.32 0.80 1.34
H 5.34 2.26 1.23
H 4.67 2.21 5.07
H 5.94 2.40 3.84
H 5.17 0.84 4.02
C -3.70 -1.39 -4.82
C -3.70 -0.12 -4.04
C -2.67 1.00 -4.22
O -4.53 -0.02 -3.16
H -3.73 -1.19 -5.89
H -4.61 -1.89 -4.54
H -2.89 -2.07 -4.50
H -2.10 1.08 -3.29
H -3.18 1.94 -4.43
H -1.98 0.73 -5.02
C -3.28 1.15 -0.53
C -3.66 2.21 0.48
C -3.97 3.59 0.03
O -3.62 2.04 1.70
H -2.80 0.29 -0.09
H -2.52 1.52 -1.21
H -4.10 0.84 -1.20
H -4.68 4.06 0.61
H -4.35 3.62 -1.00
H -3.01 4.11 0.07
C -2.22 -4.12 1.31
C -2.53 -4.48 -0.09
C -3.56 -3.61 -0.85
O -1.80 -5.28 -0.67
H -1.70 -4.99 1.69
H -3.05 -3.86 2.02
H -1.50 -3.32 1.31
H -3.85 -2.76 -0.22
H -4.44 -4.29 -1.08
H -3.17 -3.30 -1.82
C -0.33 7.55 -1.62
C -0.65 6.79 -2.90
C -1.07 5.33 -2.70
O -0.54 7.24 -4.02
H -0.19 7.01 -0.70
H -1.17 8.23 -1.44
H 0.56 8.13 -1.85
H -1.61 5.19 -1.79
H -0.14 4.83 -2.50
H -1.54 4.93 -3.60
C -4.89 -0.31 3.47
C -3.44 -0.37 3.01
C -2.51 0.47 3.84
O -3.02 -1.01 2.01
H -4.95 -0.07 4.56
H -5.45 -1.22 3.27
H -5.32 0.48 2.89
H -3.10 1.19 4.34
H -1.70 0.88 3.17
H -2.02 -0.14 4.56
C 1.37 -3.48 -4.60
C 0.25 -3.67 -3.56
C 0.61 -4.29 -2.21
O -0.93 -3.39 -3.74
H 1.82 -2.52 -4.44
H 0.81 -3.48 -5.54
H 2.16 -4.26 -4.56
H 1.63 -4.07 -1.98
H 0.41 -5.36 -2.35
H -0.01 -3.84 -1.46
C 0.96 6.07 2.07
C -0.05 4.99 1.76
C -0.46 4.17 2.91
O -0.59 4.86 0.68
H 0.43 7.01 2.30
H 1.51 6.37 1.20
H 1.55 5.75 2.93
H -0.80 4.88 3.63
H 0.39 3.63 3.35
H -1.28 3.50 2.70
C 0.73 1.27 -2.62
C 0.19 0.63 -1.34
C -0.12 -0.83 -1.33
O 0.02 1.30 -0.36
H 0.44 2.31 -2.56
H 0.33 0.84 -3.51
H 1.85 1.37 -2.64
H -0.59 -1.10 -2.25
H -0.73 -1.11 -0.47
H 0.76 -1.42 -1.12
C 1.38 -0.01 2.39
C 1.99 -1.13 3.21
C 1.01 -1.89 3.97
O 3.18 -1.40 3.26
H 2.05 0.48 1.72
H 1.02 0.69 3.11
H 0.54 -0.37 1.80
H 0.43 -1.20 4.61
H 1.45 -2.54 4.70
H 0.26 -2.43 3.38

As for the spin multiplicity: 1. The LUMO energy comes out at 0.0195 Ha. The calculation puts the HOMO-LUMO gap at 9.7 eV.

Stability check: which of them is least stable? entry two.

Entry one
Entry from OMol25: an isolated molecule of C3H9NS (the ωB97M-V functional and the def2-TZVPD basis).

Atoms and positions in Å:
N 1.42 1.89 -0.14
C 0.41 0.93 -0.65
C -0.14 0.01 0.42
C -1.14 -1.06 -0.12
S -1.21 -2.56 0.82
H 0.94 2.52 0.50
H 2.07 1.39 0.45
H -0.33 1.50 -1.20
H 0.91 0.32 -1.40
H 0.70 -0.57 0.79
H -0.54 0.54 1.30
H -0.92 -1.20 -1.18
H -2.14 -0.64 -0.11
H -0.01 -3.07 0.52

As for the spin multiplicity: 1. The LUMO energy comes out at 0.0359 Ha. The calculation puts the HOMO-LUMO gap at 10.0 eV.

Entry two
Entry from OMol25: a cluster of 2 separate species, C3H9NS in total (the ωB97M-V functional and the def2-TZVPD basis).

Atoms and positions in Å:
C 0.49 1.52 1.99
C 1.21 2.04 0.98
H 0.71 0.63 2.45
H -0.54 1.93 2.29
H 2.24 1.61 0.77
H 0.90 2.83 0.36
C -1.18 0.29 -2.57
S -0.57 -1.58 -2.29
N 0.67 -1.12 -1.14
H -0.54 0.78 -3.27
H -1.13 0.69 -1.64
H -2.22 0.05 -2.95
H 1.27 -1.86 -1.10
H 0.21 -0.97 -0.21

As for the spin multiplicity: 1. The LUMO energy comes out at 0.0307 Ha. The calculation puts the HOMO-LUMO gap at 9.1 eV.

Stability check: which of them is least stable? entry two.

Entry one
Entry from OMol25: an isolated molecule of C3H9NS (the ωB97M-V functional and the def2-TZVPD basis).

Atoms and positions in Å:
C 1.28 -1.59 0.36
C 0.00 -0.51 0.43
S -1.00 -0.50 -0.86
C 0.10 0.90 0.97
N 0.50 1.92 -0.08
H 2.03 -1.04 -0.21
H 1.70 -1.66 1.41
H 1.04 -2.51 -0.02
H -0.81 -0.99 0.97
H -0.43 0.38 -1.89
H -0.86 1.31 1.54
H 0.77 0.99 1.85
H 1.19 2.63 0.37
H -0.35 2.68 -0.29

As for the spin multiplicity: 1. The LUMO energy comes out at 0.0307 Ha. The calculation puts the HOMO-LUMO gap at 9.4 eV.

Entry two
Entry from OMol25: an isolated molecule of C3H9NS (the ωB97M-V functional and the def2-TZVPD basis).

Atoms and positions in Å:
C -1.67 -0.61 -0.82
N -0.27 -0.30 -1.00
C 0.21 0.84 -0.20
C 1.45 0.51 0.62
S 1.52 -1.00 1.58
H -1.84 -1.56 -1.32
H -2.36 0.11 -1.26
H -1.95 -0.81 0.23
H 0.26 -1.12 -0.77
H 0.58 1.58 -0.94
H -0.67 1.34 0.23
H 2.23 0.31 -0.10
H 1.79 1.42 1.12
H 0.71 -0.71 2.61

As for the spin multiplicity: 1. The LUMO energy comes out at 0.0333 Ha. The calculation puts the HOMO-LUMO gap at 9.6 eV.

Stability check: which of them is least stable? entry one.

Entry one
Entry from OMol25: a structure of composition C3H9NS (the ωB97M-V functional and the def2-TZVPD basis).

Atoms and positions in Å:
C -0.54 0.51 2.61
S -1.07 0.38 0.88
H -1.31 0.85 3.33
H 0.33 1.13 2.71
H -0.31 -0.48 2.97
C 0.02 -1.10 -2.06
C 0.50 0.86 -0.73
N 0.87 -0.36 -1.13
H 0.65 -1.71 -2.69
H -0.72 -1.66 -1.50
H -0.46 -0.37 -2.72
H -0.26 1.41 -1.29
H 1.03 1.44 0.00
H 1.27 -0.91 -0.38

As for the spin multiplicity: 1. The LUMO energy comes out at 0.0309 Ha. The calculation puts the HOMO-LUMO gap at 8.4 eV.

Entry two
Entry from OMol25: a cluster of 2 separate species, C3H9NS in total (the ωB97M-V functional and the def2-TZVPD basis).

Atoms and positions in Å:
S -2.70 -1.61 0.41
H -1.92 -1.26 1.45
C 0.63 1.73 -0.86
C -0.15 0.66 -0.01
C 0.42 -1.72 0.19
N 0.73 -0.48 0.46
H 1.48 2.16 -0.29
H 0.96 1.39 -1.84
H -0.11 2.54 -1.00
H -0.60 1.13 0.89
H -0.93 0.17 -0.55
H 1.08 -2.51 0.60
H -0.45 -1.97 -0.41
H 1.57 -0.23 0.95

As for the spin multiplicity: 1. The LUMO energy comes out at -0.0289 Ha. The calculation puts the HOMO-LUMO gap at 6.0 eV.

Stability check: which of them is least stable? entry two.

Entry one
Entry from OMol25: a cluster of 2 separate species, C3H9NS in total (the ωB97M-V functional and the def2-TZVPD basis).

Atoms and positions in Å:
C 1.85 -1.76 -4.73
N 0.60 -1.75 -4.83
H 2.31 -1.87 -3.73
H 2.56 -1.96 -5.53
H 0.17 -1.89 -5.74
C -1.63 1.21 1.24
S -0.67 1.22 2.74
C 0.56 -0.04 2.68
H -2.61 1.68 1.37
H -1.72 0.22 0.78
H -1.09 1.88 0.53
H 1.56 0.26 3.07
H 0.46 -0.97 3.25
H 0.73 -0.46 1.70

As for the spin multiplicity: 1. The LUMO energy comes out at 0.0371 Ha. The calculation puts the HOMO-LUMO gap at 9.3 eV.

Entry two
Entry from OMol25: a cluster of 2 separate species, C3H9NS in total (the ωB97M-V functional and the def2-TZVPD basis).

Atoms and positions in Å:
C 2.84 -0.23 1.01
S 1.25 0.56 0.82
H 3.49 0.20 1.79
H 2.79 -1.29 1.25
H 3.56 0.00 0.22
C -1.86 -0.24 -0.20
C -2.19 0.97 0.19
N -0.97 -0.45 -1.35
H -1.85 -1.09 0.46
H -2.73 1.11 1.11
H -2.00 1.90 -0.33
H 0.05 -0.29 -1.06
H -1.09 -1.34 -1.84
H -1.30 0.21 -2.06

As for the spin multiplicity: 1. The LUMO energy comes out at -0.0019 Ha. The calculation puts the HOMO-LUMO gap at 6.2 eV.

Entry three
Entry from OMol25: a cluster of 2 separate species, C3H9NS in total (the ωB97M-V functional and the def2-TZVPD basis).

Atoms and positions in Å:
C 1.13 -0.59 -1.85
C 0.42 0.23 -0.82
C -0.71 -0.18 -0.25
N -1.40 0.55 0.76
H 0.75 -1.61 -1.87
H 1.00 -0.22 -2.87
H 2.20 -0.65 -1.64
H 0.77 1.21 -0.52
H -1.11 -1.16 -0.48
H -1.35 1.55 0.67
H -2.34 0.23 0.87
S 0.07 0.21 3.33
H -0.69 0.29 1.97
H 1.27 0.14 2.71

As for the spin multiplicity: 1. The LUMO energy comes out at 0.0282 Ha. The calculation puts the HOMO-LUMO gap at 9.0 eV.

Stability check: which of them is least stable? entry two.

Entry one
Entry from OMol25: an isolated molecule of C4H5N (the ωB97M-V functional and the def2-TZVPD basis).

Atoms and positions in Å:
C 2.33 0.00 0.24
C 1.16 -0.30 0.27
C -0.16 -0.84 0.30
C -1.23 0.96 -0.59
N -1.08 -0.37 -0.61
H 3.36 0.28 0.23
H -0.39 -1.67 0.97
H -1.26 1.53 -1.51
H -1.21 1.41 0.40
H -1.51 -0.98 -1.32

As for the spin multiplicity: 1. The LUMO energy (alpha / beta) comes out at 0.0225 / 0.0025 Ha. The calculation puts the HOMO-LUMO gap (alpha / beta) at 7.9 / 7.2 eV.

Entry two
Entry from OMol25: a structure of composition C4H5N (the ωB97M-V functional and the def2-TZVPD basis).

Atoms and positions in Å:
N 0.68 1.33 -0.32
C 1.24 0.22 -0.01
C 0.44 -0.98 0.23
C -0.85 -0.66 0.11
C -1.75 0.30 0.08
H 1.35 2.08 -0.42
H 2.33 0.11 0.09
H 0.87 -1.95 0.45
H -1.95 -0.96 0.61
H -2.36 0.51 -0.80

As for the spin multiplicity: 1. The LUMO energy comes out at 0.0323 Ha. The calculation puts the HOMO-LUMO gap at 9.0 eV.

Stability check: which of them is least stable? entry two.

Entry one
Entry from OMol25: an isolated molecule of C4H5N (the ωB97M-V functional and the def2-TZVPD basis).

Atoms and positions in Å:
C -1.57 -0.31 -0.32
C -0.39 -0.42 0.35
C 0.54 0.68 0.16
C 1.84 0.12 -0.11
N 2.79 -0.59 -0.25
H -1.84 0.59 -0.93
H -2.25 -1.12 -0.16
H -0.01 -1.33 0.87
H 0.73 1.11 1.09
H 0.16 1.27 -0.70

As for the spin multiplicity: 1. The LUMO energy comes out at 0.0346 Ha. The calculation puts the HOMO-LUMO gap at 11.2 eV.

Entry two
Entry from OMol25: an isolated molecule of C4H5N (the ωB97M-V functional and the def2-TZVPD basis).

Atoms and positions in Å:
N -0.68 -2.51 -0.55
C -0.42 -1.56 0.19
C 0.25 -0.30 0.54
C -0.62 0.97 0.12
C 0.56 0.41 -0.66
H 0.85 -0.15 1.52
H -0.25 1.57 1.05
H -1.77 0.67 0.02
H 0.53 -0.14 -1.63
H 1.55 1.05 -0.61

As for the spin multiplicity: 1. The LUMO energy comes out at 0.0290 Ha. The calculation puts the HOMO-LUMO gap at 11.0 eV.

Stability check: which of them is least stable? entry two.

Entry one
Entry from OMol25: a cluster of 2 separate species, C3H11NO3 in total (the ωB97M-V functional and the def2-TZVPD basis).

Atoms and positions in Å:
N 0.39 1.30 -1.94
C -0.81 0.87 -1.18
C -0.80 1.18 0.35
O -0.78 2.64 0.72
C -0.99 -0.60 -1.36
O -1.39 -1.01 -2.67
H 1.20 1.13 -1.35
H 0.28 2.32 -2.00
H -1.74 1.38 -1.41
H -1.48 0.58 0.98
H 0.22 1.00 0.71
H -1.41 2.86 0.02
H 0.00 -1.04 -1.11
H -1.71 -1.08 -0.68
H -1.45 -0.17 -3.14
O 3.69 -3.87 5.15
H 4.05 -3.64 4.27
H 2.80 -3.53 5.18

As for the spin multiplicity: 1. The LUMO energy comes out at 0.0247 Ha. The calculation puts the HOMO-LUMO gap at 10.9 eV.

Entry two
Entry from OMol25: a cluster of 3 separate species, C3H11NO3 in total (the ωB97M-V functional and the def2-TZVPD basis).

Atoms and positions in Å:
C 0.60 0.58 1.58
C -0.42 1.31 0.69
N -0.58 0.61 -0.59
C -1.77 1.33 1.37
O -2.49 2.28 1.50
H 1.26 -0.05 1.00
H 0.07 -0.09 2.27
H 1.19 1.33 2.11
H -0.04 2.30 0.48
H -1.42 0.04 -0.62
H -0.63 1.18 -1.43
H -2.05 0.32 1.75
O 1.79 -0.16 -2.41
H 1.62 -0.09 -1.47
H 2.11 -1.06 -2.59
O 0.60 -3.31 -1.39
H 0.37 -3.58 -0.49
H -0.21 -2.94 -1.76

As for the spin multiplicity: 1. The LUMO energy comes out at 0.0174 Ha. The calculation puts the HOMO-LUMO gap at 10.0 eV.

Stability check: which of them is least stable? entry one.

Entry one
Entry from OMol25: a cluster of 4 separate species, C3H11NO3 in total (the ωB97M-V functional and the def2-TZVPD basis).

Atoms and positions in Å:
C -1.75 1.44 0.08
C -1.53 0.58 1.06
N -0.54 -0.42 1.24
C -0.83 -1.62 1.06
H -1.31 1.52 -0.91
H -2.54 2.18 0.10
H -2.13 0.64 1.96
H -0.28 -2.48 1.43
H -1.87 -1.90 0.81
O 2.63 0.92 0.89
H 1.71 0.95 1.21
H 3.10 0.24 1.34
O -0.42 -1.54 -1.71
H 0.25 -0.83 -1.61
H -1.23 -1.15 -2.05
O 1.32 0.62 -1.69
H 1.85 0.93 -2.43
H 1.88 0.58 -0.88

As for the spin multiplicity: 1. The LUMO energy comes out at 0.0275 Ha. The calculation puts the HOMO-LUMO gap at 9.9 eV.

Entry two
Entry from OMol25: a cluster of 4 separate species, C3H11NO3 in total (the ωB97M-V functional and the def2-TZVPD basis).

Atoms and positions in Å:
C 1.16 -1.11 0.09
C 0.47 -0.41 -0.82
N 0.90 0.81 -1.32
C 0.60 1.25 -2.47
H 1.90 -0.72 0.77
H 0.86 -2.13 0.23
H -0.49 -0.79 -1.16
H 0.27 2.27 -2.65
H 0.62 0.62 -3.37
O -2.16 1.46 -0.01
H -1.29 1.22 0.34
H -1.91 2.14 -0.64
O 0.95 1.87 1.53
H 1.36 2.72 1.37
H 1.06 1.38 0.70
O -1.28 -3.58 2.12
H -1.19 -4.15 2.89
H -1.84 -2.85 2.41

As for the spin multiplicity: 1. The LUMO energy comes out at -0.0035 Ha. The calculation puts the HOMO-LUMO gap at 8.6 eV.

Stability check: which of them is least stable? entry two.